## 1
Computed, not measured: a cluster of 2 separate species, C5H11P in total, with the ωB97M-V functional and the def2-TZVPD basis.

HOMO level (alpha / beta)   -8.1 / -8.1 eV
HOMO-LUMO gap (alpha / beta)   0.3212 / 0.3212 hartree

Structure (ORCA input):
```
! wB97M-V def2-TZVPD RIJCOSX def2/J DEFGRID3
* xyz 0 1
C 1.39 -0.04 -0.25
C 1.75 -1.17 -1.12
C -1.72 0.21 -0.91
C -0.88 0.22 1.56
C -0.83 0.68 0.11
P 2.55 0.50 0.85
H 1.44 -2.00 -0.46
H 1.14 -1.13 -2.06
H 2.86 -1.28 -1.29
H -2.30 1.07 -1.16
H -1.11 -0.17 -1.67
H -2.48 -0.49 -0.48
H -0.13 0.57 2.13
H -1.74 0.67 2.02
H -0.96 -0.86 1.40
H -0.66 1.78 -0.17
H 1.69 1.45 1.49
*
```

---

## 2
Computed, not measured: a cluster of 3 separate species, C5H11P in total, with the ωB97M-V functional and the def2-TZVPD basis.

SMILES   C=PC.C#C.C
HOMO level   -9.2 eV
HOMO-LUMO gap   0.3490 hartree

Structure (ORCA input):
```
! wB97M-V def2-TZVPD RIJCOSX def2/J DEFGRID3
* xyz 0 1
C 0.20 0.86 3.63
C -0.78 1.54 3.46
C -3.35 2.56 1.16
C 1.06 -0.93 -2.29
C 2.02 -2.28 -0.04
P 2.59 -1.45 -1.43
H 1.09 0.38 3.95
H -1.77 1.86 3.29
H -2.76 3.47 1.32
H -4.45 2.73 1.49
H -3.42 2.37 0.03
H 1.14 -0.89 -3.37
H 0.32 -1.65 -1.98
H 0.83 0.20 -1.86
H 2.68 -2.63 0.75
H -2.72 1.73 1.58
H 0.97 -2.60 0.09
*
```

---

So which one is most stable? That would be 2, about 0.562 eV below the next structure.

---

## 1
Computed, not measured: the ion C4H7N with charge +1, with the ωB97M-V functional and the def2-TZVPD basis.

HOMO level (alpha / beta)   -16.1 / -16.1 eV
HOMO-LUMO gap (alpha / beta)   0.4006 / 0.2906 hartree
Expectation value of S²   0.755

Structure (ORCA input):
```
! wB97M-V def2-TZVPD RIJCOSX def2/J DEFGRID3
* xyz 1 2
C 1.27 0.49 -0.80
C 0.01 0.35 -0.03
C -0.18 0.98 1.21
C -1.29 -1.51 -0.17
N -0.91 -0.40 -0.67
H 1.65 -0.47 -1.14
H 1.99 1.03 -0.20
H 1.04 1.11 -1.68
H -0.90 0.56 1.91
H 0.40 1.84 1.52
H -1.85 -2.17 -0.82
H -1.22 -1.81 0.87
*
```

---

## 2
Computed, not measured: the ion C4H7N with charge +1, with the ωB97M-V functional and the def2-TZVPD basis.

HOMO level (alpha / beta)   -14.7 / -15.2 eV
HOMO-LUMO gap (alpha / beta)   0.2421 / 0.2807 hartree
Expectation value of S²   0.810

Structure (ORCA input):
```
! wB97M-V def2-TZVPD RIJCOSX def2/J DEFGRID3
* xyz 1 2
C -0.52 -1.74 0.34
C 0.08 0.58 0.14
C 0.28 1.80 0.77
C 0.47 0.50 -1.20
N -0.59 -0.40 0.83
H -1.11 -2.31 1.02
H 0.51 -2.12 0.39
H -0.85 -1.92 -0.68
H 0.06 1.93 1.82
H 0.63 2.64 0.17
H 0.12 -0.29 -1.86
H 0.92 1.32 -1.75
*
```

---

So which one is most stable? That would be 1, about 1.408 eV below the next structure.

---

## 1
Computed, not measured: a structure of composition C5H8O4, with the ωB97M-V functional and the def2-TZVPD basis.

HOMO level   -9.3 eV
HOMO-LUMO gap   0.3571 hartree

Structure (ORCA input):
```
! wB97M-V def2-TZVPD RIJCOSX def2/J DEFGRID3
* xyz 0 1
C 1.58 0.95 -0.39
C 1.97 -0.26 -0.11
C 0.23 1.32 0.02
C -0.55 -0.05 0.43
C -1.70 -0.13 -0.58
O 0.40 -1.03 0.42
O 3.00 -1.15 -0.13
O -0.97 0.16 1.68
O -2.44 -1.36 -0.40
H 2.29 1.72 -0.43
H 0.21 1.93 0.94
H -0.43 1.69 -0.85
H -1.35 0.06 -1.62
H -2.34 0.80 -0.42
H 2.72 -2.02 0.20
H -0.52 -0.56 2.19
H -2.10 -2.07 -0.95
*
```

---

## 2
Computed, not measured: a cluster of 2 separate species, C5H8O4 in total, with the ωB97M-V functional and the def2-TZVPD basis.

SMILES   O=CC(=O)O.C=C(C)O
HOMO level (alpha / beta)   -8.9 / -8.9 eV
HOMO-LUMO gap (alpha / beta)   0.3385 / 0.3386 hartree

Structure (ORCA input):
```
! wB97M-V def2-TZVPD RIJCOSX def2/J DEFGRID3
* xyz 0 1
C 0.41 -0.23 -1.04
C -0.77 0.43 -1.23
C 0.49 -1.63 -0.54
C -0.02 0.58 1.51
C -0.87 1.57 0.53
O 1.54 0.35 -1.48
O -0.83 -0.22 2.21
O 1.17 0.63 1.69
O -2.04 1.81 0.78
H 2.31 -0.19 -1.25
H -0.33 -0.67 2.91
H -0.77 1.31 -1.86
H -1.69 -0.13 -1.20
H -0.14 2.34 0.23
H 1.22 -1.69 0.27
H -0.48 -1.96 -0.18
H 0.81 -2.29 -1.35
*
```

---

## 3
Computed, not measured: the molecule C5H8O4, with the ωB97M-V functional and the def2-TZVPD basis.

SMILES   CC(O)(O)[C@]1(O)CC1=O
HOMO level   -8.6 eV
HOMO-LUMO gap   0.3332 hartree

Structure (ORCA input):
```
! wB97M-V def2-TZVPD RIJCOSX def2/J DEFGRID3
* xyz 0 1
C -1.13 -1.44 -0.93
C 0.83 1.37 0.95
C -1.55 -0.04 -0.86
C -0.62 -0.57 0.24
C 0.67 0.15 0.07
O 0.44 0.58 -1.47
O -1.02 -0.85 1.54
O 1.72 -0.74 0.11
O -2.44 0.75 -1.03
H 0.66 1.52 -1.59
H -0.41 -1.52 1.89
H 2.55 -0.28 -0.04
H -1.87 -2.18 -0.68
H -0.42 -1.74 -1.69
H 0.87 1.06 1.99
H -0.02 2.03 0.82
H 1.74 1.91 0.70
*
```

---

## 4
Computed, not measured: the molecule C5H8O4, with the ωB97M-V functional and the def2-TZVPD basis.

SMILES   C=C(O)C(=O)[C@@H](O)CO
HOMO level   -9.1 eV
HOMO-LUMO gap   0.3085 hartree

Structure (ORCA input):
```
! wB97M-V def2-TZVPD RIJCOSX def2/J DEFGRID3
* xyz 0 1
C 0.70 0.89 1.28
C 0.51 -0.49 0.68
C -0.02 -0.07 -0.72
C -1.48 -0.02 -0.94
C -2.56 -0.99 -0.36
H 1.85 1.29 2.66
H -0.31 1.58 1.51
H 1.61 1.45 0.58
H -0.35 -1.09 1.23
H 2.05 -1.17 1.42
H -0.76 1.78 -2.10
H -3.64 -1.06 -0.77
H -2.42 -1.52 0.59
O 1.45 0.39 2.46
O 1.63 -1.25 0.46
O 0.93 0.23 -1.56
O -1.63 0.98 -1.96
*
```

---

So which one is most stable? That would be 2, about 0.821 eV below the next structure.

---

## 1
Computed, not measured: the molecule C19H22F2N2O4, with the ωB97M-V functional and the def2-TZVPD basis.

SMILES   CC[C@@H](O)C1CCN(C(=O)c2cc(COc3ccc(F)cc3F)on2)CC1
HOMO level   -8.9 eV
HOMO-LUMO gap   0.3531 hartree

Structure (ORCA input):
```
! wB97M-V def2-TZVPD RIJCOSX def2/J DEFGRID3
* xyz 0 1
C -0.08 3.26 -5.10
H 0.54 3.18 -5.98
C -0.03 4.68 -4.55
H 0.91 4.86 -4.04
H -0.08 5.38 -5.40
C -1.19 5.08 -3.61
O -2.44 4.93 -4.25
H -2.40 5.36 -5.11
C -1.29 4.35 -2.26
C 0.04 4.28 -1.51
H 0.47 5.28 -1.40
C -0.17 3.67 -0.13
N -0.78 2.36 -0.25
C -0.06 1.29 0.11
O 1.07 1.38 0.58
C -0.63 -0.08 -0.06
N -1.87 -0.42 -0.31
O -1.93 -1.77 -0.31
C -0.71 -2.27 -0.07
C 0.17 -1.25 0.11
H 1.22 -1.27 0.32
C -0.55 -3.76 -0.02
O 0.75 -4.15 0.35
C 1.26 -3.82 1.57
C 0.57 -3.30 2.66
C 1.21 -3.02 3.86
C 2.57 -3.26 3.96
C 3.29 -3.79 2.90
C 2.63 -4.06 1.72
H 3.16 -4.46 0.87
H 4.34 -3.97 3.01
F 3.19 -2.99 5.12
H 0.65 -2.61 4.68
F -0.76 -3.06 2.62
H -1.31 -4.19 0.63
H -0.68 -4.17 -1.03
C -2.06 2.38 -0.92
H -2.47 1.38 -0.95
C -1.88 2.94 -2.34
H -2.85 2.98 -2.84
H -1.23 2.28 -2.89
H -2.73 3.03 -0.35
H 0.77 3.56 0.40
H -0.84 4.31 0.46
H 0.75 3.66 -2.06
H -1.98 4.95 -1.66
H -1.03 6.15 -3.38
H -1.10 3.00 -5.37
H 0.28 2.54 -4.36
*
```

---

## 2
Computed, not measured: the molecule C19H22F2N2O4, with the ωB97M-V functional and the def2-TZVPD basis.

SMILES   CCCO[C@@H]1CCCN(C(=O)c2cc(COc3c(F)cccc3F)on2)C1
HOMO level   -9.0 eV
HOMO-LUMO gap   0.3604 hartree

Structure (ORCA input):
```
! wB97M-V def2-TZVPD RIJCOSX def2/J DEFGRID3
* xyz 0 1
C 0.08 3.85 0.91
C 0.30 2.37 0.63
C 1.78 2.00 0.70
O 1.90 0.62 0.42
C 3.19 0.07 0.63
C 4.16 0.37 -0.51
C 3.65 -0.25 -1.81
C 3.41 -1.75 -1.62
N 2.49 -1.95 -0.52
C 1.20 -2.20 -0.81
O 0.82 -2.43 -1.95
C 0.19 -2.23 0.29
N 0.40 -2.45 1.56
O -0.80 -2.45 2.18
C -1.76 -2.23 1.28
C -1.20 -2.08 0.04
H -1.66 -1.91 -0.90
C -3.18 -2.19 1.76
H -3.26 -1.50 2.61
H -3.47 -3.19 2.10
O -4.10 -1.88 0.74
C -4.04 -0.68 0.10
C -4.83 -0.57 -1.06
C -4.89 0.58 -1.82
C -4.14 1.68 -1.44
C -3.35 1.62 -0.31
C -3.31 0.46 0.45
F -2.54 0.47 1.56
H -2.76 2.46 0.02
H -4.17 2.58 -2.03
H -5.51 0.59 -2.70
F -5.55 -1.64 -1.43
C 2.98 -1.45 0.74
H 2.27 -1.68 1.53
H 3.94 -1.93 0.96
H 2.97 -2.18 -2.51
H 4.35 -2.26 -1.38
H 2.71 0.22 -2.08
H 4.37 -0.09 -2.62
H 4.28 1.45 -0.63
H 5.14 -0.04 -0.25
H 3.60 0.45 1.58
H 2.18 2.22 1.71
H 2.35 2.60 -0.02
H -0.06 2.11 -0.37
H -0.24 1.76 1.35
H 0.60 4.46 0.18
H 0.45 4.11 1.90
H -0.98 4.09 0.86
*
```

---

So which one is most stable? That would be 1, about 0.242 eV below the next structure.

---

## 1
Computed, not measured: the ion C4H6NO2 with charge +1, with the ωB97M-V functional and the def2-TZVPD basis.

HOMO level   -12.9 eV
HOMO-LUMO gap   0.2928 hartree

Structure (ORCA input):
```
! wB97M-V def2-TZVPD RIJCOSX def2/J DEFGRID3
* xyz 1 1
C -0.91 0.45 -0.32
C 1.39 -0.60 -0.35
C -1.98 -0.28 -0.51
C 1.32 0.55 0.51
N 0.06 1.19 0.06
O -2.92 -0.55 0.37
O 2.34 -1.45 -0.25
H -2.30 -0.70 -1.56
H 1.27 0.16 1.53
H 2.17 1.30 0.37
H 0.14 2.19 -0.20
H -3.68 -1.06 0.09
H 3.09 -1.18 0.25
*
```

---

## 2
Computed, not measured: the ion C4H6NO2 with charge +1, with the ωB97M-V functional and the def2-TZVPD basis.

HOMO level   -15.2 eV
HOMO-LUMO gap   0.2679 hartree

Structure (ORCA input):
```
! wB97M-V def2-TZVPD RIJCOSX def2/J DEFGRID3
* xyz 1 1
C 0.71 1.55 0.67
C 0.06 0.31 0.74
C 0.72 2.16 -0.69
C -0.97 -1.58 -0.30
N -0.80 -0.27 0.04
O 0.89 1.72 -1.78
O 0.10 -2.31 0.28
H 1.18 2.12 1.52
H 0.78 0.01 1.48
H 0.09 3.18 -0.52
H -1.93 -2.03 -0.16
H -0.99 -1.56 -1.37
H 0.14 -3.30 0.09
*
```

---

So which one is most stable? That would be 1, about 0.190 eV below the next structure.

---

## 1
Computed, not measured: the molecule C14H15P, with the ωB97M-V functional and the def2-TZVPD basis.

SMILES   C[C@@H]1/C=C\C=C=P(C)=c2cccc/c2=C/1
HOMO level (alpha / beta)   -7.1 / -7.5 eV
HOMO-LUMO gap (alpha / beta)   0.2655 / 0.2752 hartree

Structure (ORCA input):
```
! wB97M-V def2-TZVPD RIJCOSX def2/J DEFGRID3
* xyz 0 1
C 1.89 1.64 -2.57
C 2.83 1.76 -1.55
C 0.69 1.00 -2.36
C 2.54 1.19 -0.34
C 0.35 0.49 -1.07
C 1.32 0.63 -0.10
C -2.54 -1.80 1.41
C -1.33 -1.74 2.13
C -2.86 -1.04 0.40
C -0.26 -1.13 1.71
C -0.95 -0.22 -1.03
C -2.12 0.19 -0.26
C -1.91 1.24 0.88
C 2.36 -1.67 0.96
P 1.29 -0.36 1.53
H 2.06 2.21 -3.42
H 3.77 2.46 -1.66
H -0.06 0.99 -3.15
H 2.99 1.49 0.53
H -3.19 -2.39 1.87
H -1.41 -2.07 3.20
H -3.77 -1.09 -0.12
H -1.04 -0.87 -1.80
H -2.89 0.63 -0.87
H -2.91 1.66 1.02
H -1.21 2.07 0.47
H -1.50 0.84 1.76
H 3.32 -1.64 1.56
H 2.50 -1.73 -0.20
H 2.02 -2.71 1.08
*
```

---

## 2
Computed, not measured: the molecule C14H15P, with the ωB97M-V functional and the def2-TZVPD basis.

SMILES   CC1=C=CCP(c2ccccc2)C=C1C
HOMO level   -8.0 eV
HOMO-LUMO gap   0.3055 hartree

Structure (ORCA input):
```
! wB97M-V def2-TZVPD RIJCOSX def2/J DEFGRID3
* xyz 0 1
C -4.79 0.53 0.45
C -3.66 1.06 1.10
C -4.75 -0.40 -0.62
C -2.36 0.67 0.68
C -3.45 -0.84 -0.99
C -2.34 -0.37 -0.32
C 0.35 0.27 -0.85
C 1.65 0.49 -0.52
C 2.55 -0.44 0.15
C 2.01 -1.14 1.17
C -0.02 -2.27 0.42
C 0.80 -1.58 1.48
C 2.24 1.80 -0.93
C 3.98 -0.52 -0.42
P -0.76 -1.12 -0.98
H -5.69 0.97 0.85
H -3.63 1.91 1.84
H -5.68 -0.78 -1.03
H -1.74 1.10 1.39
H -3.26 -1.57 -1.75
H -0.23 1.12 -1.38
H -0.88 -2.95 0.64
H 0.66 -2.90 -0.15
H 0.54 -1.54 2.53
H 3.26 1.68 -1.58
H 2.43 2.32 0.04
H 1.62 2.41 -1.53
H 4.10 -1.56 -0.78
H 4.74 -0.26 0.28
H 4.07 0.12 -1.25
*
```

---

So which one is most stable? That would be 2, about 2.193 eV below the next structure.